(i)
C4H3F3 | the ωB97M-V functional and the def2-TZVPD basis

Each line ends with the natural charge from an NBO analysis.
CARTESIAN COORDINATES (ANGSTROEM)
C (-0.28, 0.17, -0.98)  -0.119
C (-1.24, -0.36, -0.52)  0.341
C (-0.89, -0.83, 2.06)  0.657
C (1.08, 0.69, -1.06)  -0.699
F (-2.48, -0.74, -0.48)  -0.269
F (-0.50, 0.33, 2.39)  -0.312
F (0.21, -1.57, 2.01)  -0.345
H (1.09, 1.51, -0.27)  0.253
H (1.36, 1.01, -2.13)  0.243
H (1.67, -0.22, -1.03)  0.250

The calculation puts the LUMO energy at 0.07 eV. The calculation puts the molecular weight at 108.1 g/mol. The gap between HOMO and LUMO comes out at 9.975 eV.

(ii)
C4H3F3 | the ωB97M-V functional and the def2-TZVPD basis

Each line ends with the natural charge from an NBO analysis.
CARTESIAN COORDINATES (ANGSTROEM)
C (0.12, -0.95, -0.24)  0.186
C (-1.17, -1.01, 0.04)  0.362
C (0.85, 0.30, 0.02)  -0.568
C (-0.14, 1.43, 0.35)  0.300
F (0.74, -2.11, -0.80)  -0.350
F (-2.06, -1.88, -0.31)  -0.290
F (-0.27, 1.90, 1.50)  -0.286
H (1.75, 0.24, 0.66)  0.245
H (1.28, 0.54, -0.96)  0.242
H (-1.10, 1.54, -0.24)  0.157

The calculation puts the LUMO energy (alpha / beta) at 0.29 / -1.02 eV. The calculation puts the molecular weight at 108.1 g/mol. The gap between HOMO and LUMO (alpha / beta) comes out at 10.160 / 7.367 eV.

(iii)
C4H3F3 | the ωB97M-V functional and the def2-TZVPD basis

Each line ends with the natural charge from an NBO analysis.
CARTESIAN COORDINATES (ANGSTROEM)
C (1.34, 1.17, -1.28)  -0.371
C (0.23, 0.51, -0.70)  -0.219
C (-0.23, -0.42, 0.60)  0.203
F (0.78, -0.37, 1.51)  -0.343
C (-1.30, -1.20, 1.18)  0.687
F (-1.19, -1.71, 2.38)  -0.279
F (-2.43, -1.51, 0.57)  -0.293
H (1.15, 1.76, -2.15)  0.214
H (2.34, 1.10, -0.87)  0.207
H (-0.70, 0.68, -1.24)  0.192

The calculation puts the LUMO energy at 0.41 eV. Its SMILES is C=CC(F)=C(F)F. The calculation puts the molecular weight at 108.1 g/mol. The gap between HOMO and LUMO comes out at 9.433 eV.

The most stable structure shown above is (iii); the least stable is (ii).